A 2-piece molecular cluster, HNO2S2 overall, computed with ωB97M-V/def2-TZVPD.

```
6
Properties=species:S:1:pos:R:3:forces:R:3
N -1.213864 0.458885 -0.960500 0.857 -0.781 0.353
O -0.916958 1.510413 -0.511431 -0.367 0.421 -0.117
O -2.095545 -0.010061 -1.584987 -0.527 0.338 -0.226
S 1.871925 -0.512468 0.489329 -0.003 -0.036 0.134
S 0.414833 -1.733453 0.988608 0.061 0.108 -0.066
H 1.939610 0.286685 1.578982 -0.021 -0.050 -0.079
```
Forces are in eV/Å.

Summary:
Orbital gap (spin up / spin down) ... 0.2758 / 0.2861 Ha
ΔE to the lowest compared entry with this formula, charge and spin ... 181.2 kJ/mol
E_LUMO (spin up / spin down) ... -1.93 / -1.34 eV